[1]
The following is a DFT calculation (ωB97M-V/def2-TZVPD) of 8 unconnected molecules or ions with the total composition C33H62F3NO10S in a non-equilibrium geometry.

Geometry as XYZ:
```
110
Properties=species:S:1:pos:R:3:forces:R:3:mulliken_charge:R:1
O 6.080537 -0.222629 -0.983258 -0.87 -0.10 -0.27 -0.471
C 4.936785 -0.409925 -1.288657 0.49 0.21 0.04 0.250
C 3.728291 0.477736 -0.909378 -0.57 -0.68 -0.28 0.024
C 2.532376 -0.346244 -1.452624 0.39 -0.69 0.97 -0.356
S 1.029793 -0.402945 -0.453636 0.23 0.73 0.89 1.304
O 0.811436 0.813360 0.267347 -0.05 0.54 -0.51 -0.686
O 0.994214 -1.607150 0.315760 0.10 -0.62 -0.32 -0.646
C -0.358351 -0.566483 -1.675620 -0.12 0.12 0.60 0.644
F -0.459284 0.523186 -2.424147 0.09 0.04 -0.28 -0.206
F -0.208571 -1.638448 -2.441561 0.11 -0.03 -0.22 -0.236
F -1.467266 -0.697356 -0.951526 0.00 -0.03 -0.14 -0.197
C 3.148451 -1.755927 -1.354580 1.10 0.42 -1.51 -0.469
N 4.460220 -1.557117 -2.051254 -0.41 0.16 0.61 -0.592
H 3.820857 1.413785 -1.439768 0.09 0.55 0.31 0.029
H 3.613528 0.567051 0.160068 0.42 0.41 0.34 0.346
H 2.343618 -0.004024 -2.463286 -0.58 -0.30 -0.26 0.405
H 2.610367 -2.553991 -1.835451 -0.32 -0.29 0.12 0.485
H 3.448419 -1.957870 -0.339354 -0.59 -0.35 0.48 0.066
H 4.171006 -1.203930 -2.961414 0.59 -0.09 -0.39 0.350
C -5.332783 -2.309531 1.642415 -0.03 -0.06 -0.13 -0.639
C -4.219473 -1.476391 1.014754 0.06 0.06 0.12 -0.394
C -4.951130 -0.786191 -0.126247 -0.08 -0.09 -0.07 -0.440
O -6.303308 -0.615327 0.306207 0.04 -0.05 0.01 -0.437
C -6.532447 -1.384033 1.495137 0.06 0.09 0.06 -0.304
H -5.141774 -2.591347 2.676464 0.00 0.03 0.01 0.357
H -5.487893 -3.222884 1.062990 -0.01 0.00 0.01 0.290
H -3.859004 -0.735688 1.732043 0.02 0.00 -0.01 0.251
H -3.367346 -2.063703 0.676649 0.00 -0.01 -0.01 0.294
H -4.952694 -1.406420 -1.029849 0.07 0.01 -0.01 0.266
H -4.524439 0.186337 -0.374560 -0.06 0.03 -0.01 0.251
H -6.609248 -0.693368 2.340805 -0.03 -0.07 0.05 0.246
H -7.477506 -1.918365 1.402826 -0.04 0.07 -0.03 0.241
C 9.508304 2.227835 -2.285368 0.03 0.08 -0.14 -0.254
C 9.553842 3.695908 -1.870668 0.01 -0.03 0.12 -0.659
C 8.140023 4.153380 -2.204621 -0.06 -0.07 -0.10 -0.525
O 7.293988 3.016393 -2.028763 0.07 0.02 -0.03 -0.344
C 8.094999 1.834715 -1.886116 0.09 0.10 0.09 -0.179
H 10.265425 1.608658 -1.807009 0.00 -0.01 0.00 0.219
H 9.632842 2.141463 -3.367226 0.01 -0.04 0.01 0.233
H 9.730351 3.775474 -0.795244 -0.01 0.02 0.00 0.294
H 10.319265 4.276546 -2.384168 -0.01 0.00 -0.02 0.348
H 8.066837 4.483059 -3.247807 0.05 0.06 0.01 0.294
H 7.792204 4.963208 -1.561430 -0.05 -0.02 0.01 0.292
H 8.051005 1.511178 -0.843370 0.00 -0.07 -0.01 0.113
H 7.685067 1.042885 -2.508099 -0.05 -0.01 0.00 0.150
C 4.504798 -2.473214 3.842380 0.09 -0.09 -0.05 -0.624
C 5.618380 -1.436292 3.962630 -0.09 0.09 0.04 -0.592
C 5.888868 -1.098069 2.503446 0.11 -0.08 -0.07 -0.470
O 4.643564 -1.261028 1.817354 -0.15 -0.03 -0.06 -0.259
C 3.703882 -1.932805 2.666906 -0.04 0.11 0.07 -0.402
H 3.905604 -2.582237 4.744667 -0.01 0.02 0.01 0.350
H 4.928262 -3.449083 3.593810 -0.02 0.00 0.00 0.287
H 5.251079 -0.554351 4.492192 0.01 0.00 0.00 0.268
H 6.503966 -1.799935 4.481103 0.01 -0.02 -0.01 0.351
H 6.618405 -1.785036 2.062277 0.03 0.03 0.03 0.282
H 6.245936 -0.078170 2.360932 -0.04 0.01 -0.07 0.260
H 2.953958 -1.206231 2.995607 -0.04 -0.05 0.02 0.266
H 3.198803 -2.715107 2.099217 0.00 0.04 -0.06 0.254
C -10.457382 0.868120 0.426559 -0.03 -0.12 -0.06 -0.740
C -11.676183 0.403673 1.220081 0.00 0.11 0.05 -0.454
C -11.074552 -0.675843 2.108614 0.06 -0.12 0.00 -0.272
O -9.717885 -0.289577 2.352723 -0.05 0.02 -0.09 -0.421
C -9.355802 0.779719 1.472069 0.04 0.09 0.10 -0.078
H -10.560205 1.867053 0.005252 0.00 0.01 0.02 0.391
H -10.255646 0.172027 -0.391067 0.02 0.01 0.00 0.280
H -12.059630 1.222776 1.832974 -0.02 -0.02 0.01 0.227
H -12.491022 0.034333 0.598277 0.01 -0.01 -0.02 0.394
H -11.069298 -1.649101 1.601991 -0.06 0.01 -0.02 0.234
H -11.599245 -0.780944 3.057711 0.04 0.00 0.02 0.165
H -9.292641 1.702746 2.059915 0.00 0.03 -0.05 0.234
H -8.377572 0.576706 1.037086 0.01 -0.03 0.03 0.068
C 11.486389 -2.833036 -1.753584 0.00 -0.08 -0.08 -0.499
C 12.545594 -1.923791 -2.368683 0.02 0.08 0.09 -0.555
C 11.778743 -1.294364 -3.523341 -0.07 -0.07 -0.07 -0.400
O 10.412613 -1.220742 -3.110026 0.07 -0.03 0.03 -0.390
C 10.226144 -1.996242 -1.922308 -0.02 0.12 0.06 -0.345
H 11.681940 -3.096581 -0.715368 0.00 0.02 0.01 0.327
H 11.405615 -3.757034 -2.330679 -0.01 0.00 0.01 0.273
H 12.841493 -1.155994 -1.649901 0.01 0.00 -0.01 0.265
H 13.442657 -2.448559 -2.693624 -0.01 -0.02 -0.01 0.344
H 11.835096 -1.915732 -4.423826 0.07 0.01 0.00 0.280
H 12.133235 -0.292986 -3.771756 -0.05 0.02 -0.01 0.246
H 10.088458 -1.310232 -1.078972 -0.02 -0.05 0.04 0.194
H 9.324223 -2.599294 -2.025882 -0.03 0.05 -0.04 0.271
C 2.494987 5.002296 -4.231938 0.00 -0.10 -0.05 -0.612
C 1.285306 4.531166 -3.427528 0.03 0.11 0.01 -0.604
C 1.905405 3.458192 -2.546334 0.04 -0.16 0.04 -0.036
O 3.258716 3.848105 -2.316085 -0.04 -0.02 -0.03 -0.394
C 3.608950 4.919654 -3.196111 -0.01 0.08 0.06 -0.356
H 2.382172 6.000321 -4.651956 0.00 0.01 0.02 0.388
H 2.691799 4.307445 -5.051799 0.01 0.01 0.00 0.259
H 0.903400 5.347717 -2.811338 -0.01 -0.01 0.01 0.295
H 0.466756 4.156440 -4.040012 0.01 -0.02 -0.01 0.338
H 1.915001 2.483246 -3.053507 -0.13 0.01 -0.04 -0.026
H 1.395908 3.342981 -1.588573 0.04 -0.03 0.02 0.282
H 3.674752 5.841413 -2.608672 0.01 0.03 -0.04 0.265
H 4.586485 4.718581 -3.634515 0.02 -0.06 0.06 0.186
C -15.792289 -2.038726 4.900598 -0.08 0.09 -0.01 -0.548
C -15.612629 -2.345092 3.417213 0.07 -0.11 0.01 -0.648
C -14.732589 -1.187615 2.967543 -0.03 0.12 0.02 -0.187
O -13.926075 -0.830104 4.093063 -0.10 -0.06 0.00 -0.347
C -14.425568 -1.478023 5.266792 0.11 -0.08 -0.01 -0.450
H -16.066512 -2.906025 5.498882 0.02 -0.02 0.00 0.333
H -16.561562 -1.274855 5.034518 0.00 0.00 0.01 0.252
H -15.082234 -3.291912 3.292966 0.00 0.01 -0.01 0.285
H -16.547923 -2.404303 2.863020 -0.01 0.02 0.00 0.362
H -15.333996 -0.317476 2.682596 -0.02 -0.03 -0.05 0.252
H -14.084110 -1.448734 2.129922 0.05 0.03 0.02 0.151
H -13.729802 -2.277508 5.543157 -0.03 -0.01 0.05 0.269
H -14.466526 -0.757597 6.083937 0.04 0.04 -0.03 0.274
```
Positions in Å, forces in eV/Å.

Properties
- HOMO level (Ha) = -0.3321
- E_LUMO (eV) = 0.5
- E_tot (eV) = -76175.1866
- structure (SMILES) = O=C1C[C@H](S(=O)(=O)C(F)(F)F)CN1.C1CCOC1.C1CCOC1.C1CCOC1.C1CCOC1.C1CCOC1.C1CCOC1.C1CCOC1
- spin multiplicity = 1
- HOMO-LUMO gap (eV) = 9.5



[2]
The following is a DFT calculation (ωB97M-V/def2-TZVPD) of 4 unconnected molecules or ions with the total composition C35H58BF5IN3O13P in a non-equilibrium geometry.

Geometry as XYZ:
```
117
Properties=species:S:1:pos:R:3:forces:R:3:mulliken_charge:R:1
O 1.509551 2.966378 0.226650 0.16 -0.53 -0.58 -0.482
C 1.675929 2.134580 -0.634617 -0.62 -0.62 -0.83 0.167
O 2.812986 1.384782 -0.794847 -2.87 0.66 0.90 -0.544
B 3.011499 0.373217 0.268107 3.61 -0.34 -0.71 1.915
O 2.294191 -0.920534 0.140681 -0.83 -0.40 0.97 -0.745
C 2.432323 -1.567247 1.423400 -0.17 0.69 -1.64 -0.034
P 4.089649 -2.455864 1.216989 3.12 0.51 -0.68 1.002
O 5.276005 -1.699359 1.707024 -1.33 -1.18 0.13 -0.748
O 4.316550 -2.649388 -0.440019 -1.58 -0.85 2.32 -0.559
O 4.024714 -4.032705 1.832160 -1.33 2.21 -1.13 -0.448
C 2.334329 -0.260437 2.342728 -0.65 0.83 -0.08 -0.966
I 0.147612 0.237141 2.066110 -1.10 -0.28 -0.35 -0.048
C 2.445619 -0.389304 3.935697 0.90 -0.30 0.07 1.625
F 3.523229 0.380125 4.384115 -1.43 -0.67 -0.49 -0.313
F 1.280312 0.079189 4.532151 1.87 -0.20 0.25 -0.309
C 2.660625 -1.837411 4.446847 0.01 -3.25 1.32 -0.085
C 3.977035 -2.498023 4.500174 -0.93 0.22 0.25 -0.411
C 4.192020 -3.841609 5.014919 -1.94 0.40 0.44 -0.604
C 3.076425 -4.627064 5.526001 -0.51 2.61 -0.97 -0.703
C 1.736005 -3.998839 5.478023 1.79 -0.02 -0.95 0.320
C 0.572749 -4.866380 6.048062 1.04 1.44 1.16 0.852
F -0.633934 -4.650046 5.443525 1.39 -0.82 0.59 -0.238
F 0.415680 -4.487497 7.390029 -0.28 -0.70 -1.47 -0.280
F 0.906474 -6.205373 6.095178 -1.04 1.57 -0.48 -0.270
C 1.529793 -2.641054 4.955735 1.28 -1.05 0.23 -0.404
O 2.929582 0.808805 1.707527 -1.15 -2.30 1.62 -0.655
C 0.546051 1.875008 -1.698261 -0.96 -0.10 -1.53 0.449
C -0.109681 0.574050 -1.850454 -0.22 1.28 -1.20 0.098
C -1.132463 0.368523 -2.880041 1.28 2.33 0.58 -0.834
C -1.513284 1.494334 -3.756911 1.29 -0.07 1.20 -0.096
C -0.856555 2.805330 -3.637656 0.50 -2.51 1.82 -0.931
C 0.168269 2.965881 -2.585583 -1.08 -1.00 -0.74 -0.068
H 4.198801 0.152583 0.171713 0.19 -0.18 -0.37 -0.376
H 1.612182 -2.332238 1.530234 0.63 1.02 0.38 0.315
H 3.516844 -3.138956 -0.731160 0.61 0.44 -0.38 0.348
H 3.064386 -4.243540 1.823034 0.70 -0.53 0.46 0.338
H 4.852735 -1.912525 4.114152 -0.94 -0.73 0.39 0.354
H 5.218055 -4.286872 5.061907 -1.10 0.67 -0.23 0.357
H 3.231713 -5.648850 5.949606 -0.24 1.13 -0.52 0.356
H 0.482266 -2.260374 5.000702 1.11 -0.11 -0.25 0.393
H 0.217902 -0.257602 -1.179143 -0.36 0.80 -0.71 0.309
H -1.585185 -0.648271 -2.962087 0.28 1.14 -0.08 0.361
H -2.317990 1.310042 -4.511507 0.90 0.36 0.77 0.253
H -1.139546 3.643084 -4.316171 0.34 -0.81 0.73 0.333
H 0.661952 3.967958 -2.513837 -0.39 -1.10 0.14 0.418
C -9.122282 0.558567 -5.412011 0.11 0.25 -0.01 -0.738
O -9.080882 1.725339 -4.608382 -0.11 -0.42 -0.03 -0.341
C -9.447322 1.481971 -3.250951 0.11 0.54 0.22 -0.797
C -8.256418 1.720930 -2.333546 0.12 -0.34 -0.37 -0.210
N -7.238675 0.687797 -2.517985 -0.17 0.18 0.16 -0.343
C -5.973176 0.983133 -1.843501 0.05 -0.17 -0.29 -0.742
C -5.168382 2.181043 -2.355932 0.37 -0.22 0.36 -0.553
O -4.657103 2.007080 -3.669496 -0.45 0.27 0.03 -0.267
C -5.538917 2.400784 -4.706769 0.33 -0.21 -0.08 -0.705
H -8.919771 0.852142 -6.442572 -0.01 0.07 0.07 0.241
H -8.355752 -0.157546 -5.100356 -0.11 -0.15 -0.01 0.316
H -10.109931 0.089576 -5.370485 0.04 -0.09 0.01 0.344
H -9.862369 0.479072 -3.110262 0.16 -0.04 -0.09 0.403
H -10.231826 2.202678 -3.000430 -0.01 -0.03 0.02 0.386
H -8.593332 1.710632 -1.292778 0.03 0.00 0.00 0.378
H -7.853285 2.715493 -2.558748 -0.20 0.16 0.08 0.197
H -7.057299 0.579732 -3.508844 -0.01 0.01 0.07 0.109
H -5.349091 0.091250 -1.949370 0.08 0.10 0.05 0.385
H -6.161559 1.107681 -0.772011 -0.04 0.07 -0.05 0.408
H -4.291267 2.279109 -1.709113 0.01 -0.03 -0.06 0.369
H -5.714693 3.126773 -2.267790 -0.11 -0.03 -0.16 0.333
H -6.194293 3.223193 -4.408092 -0.05 -0.07 0.04 0.311
H -6.133800 1.548546 -5.046901 -0.20 0.13 -0.05 0.229
H -4.934056 2.732550 -5.553419 0.04 0.01 0.07 0.301
C 0.066592 -6.632247 -3.105636 -0.04 0.24 0.12 -0.770
O -0.953090 -6.122828 -2.262199 0.16 -0.37 -0.16 -0.274
C -1.827874 -7.134557 -1.767699 -0.31 0.36 0.32 -0.858
C -1.685882 -7.258040 -0.257428 0.42 -0.04 -0.23 -0.152
N -0.390154 -7.834534 0.100236 -0.27 0.04 0.07 -0.345
C -0.091841 -7.764003 1.530516 0.31 0.04 -0.24 -0.985
C 0.108722 -6.371750 2.135580 0.06 -0.29 0.46 -0.018
O 1.266940 -5.702208 1.655289 -0.25 0.18 -0.10 -0.348
C 1.071846 -4.948047 0.469708 0.18 -0.22 0.01 0.418
H 0.625341 -5.786303 -3.506890 -0.09 0.01 0.06 0.245
H 0.758233 -7.266917 -2.542735 0.02 -0.14 -0.13 0.316
H -0.361140 -7.195357 -3.940395 0.06 -0.07 0.01 0.354
H -1.665848 -8.097286 -2.262593 0.17 0.04 0.05 0.393
H -2.847954 -6.812133 -1.997678 -0.01 -0.04 0.00 0.385
H -2.483009 -7.899066 0.130620 0.02 0.01 0.03 0.397
H -1.804070 -6.256849 0.173483 -0.25 0.05 -0.06 0.191
H 0.337854 -7.342959 -0.404678 -0.05 -0.05 0.01 0.105
H 0.830450 -8.331977 1.684095 -0.02 0.06 0.11 0.426
H -0.877737 -8.287683 2.084958 -0.04 0.09 -0.04 0.404
H 0.269927 -6.507532 3.209311 0.03 0.02 -0.04 0.038
H -0.779567 -5.737990 2.042850 0.05 0.06 -0.18 0.331
H 0.059647 -4.544560 0.389440 0.02 -0.04 -0.01 0.354
H 1.310232 -5.550164 -0.410575 -0.13 0.12 -0.13 0.095
H 1.773994 -4.114376 0.495780 -0.16 0.02 -0.17 -1.011
C 4.797506 9.961039 1.497707 0.15 -0.18 -0.20 -0.735
O 5.580919 8.787548 1.378903 -0.25 0.31 0.24 -0.343
C 5.421534 7.895284 2.483054 0.31 -0.52 -0.19 -0.812
C 4.768791 6.599136 2.024191 -0.31 0.42 -0.13 -0.162
N 3.369602 6.817673 1.662796 0.22 -0.06 0.12 -0.319
C 2.749901 5.668846 0.993423 -0.11 0.22 -0.08 -0.728
C 3.282324 5.296097 -0.390978 -0.28 -0.21 0.07 0.198
O 3.018070 6.279540 -1.392633 0.44 0.07 0.08 -0.435
C 3.998920 7.294305 -1.499907 -0.41 -0.01 -0.18 -0.588
H 5.049205 10.619887 0.665492 0.05 -0.08 0.01 0.239
H 3.730338 9.725373 1.440581 -0.06 0.11 0.14 0.314
H 5.014591 10.483659 2.434555 -0.09 0.03 0.02 0.341
H 4.860802 8.353386 3.304008 -0.11 0.05 -0.15 0.414
H 6.425846 7.668749 2.854308 -0.01 0.01 0.03 0.387
H 4.819696 5.862771 2.831238 -0.01 -0.02 -0.04 0.377
H 5.341320 6.218648 1.169947 0.23 -0.07 0.12 0.190
H 3.311868 7.619399 1.046047 0.04 -0.06 0.03 0.173
H 1.687143 5.905122 0.890836 0.02 -0.14 -0.05 0.286
H 2.813726 4.796406 1.649451 0.05 0.01 -0.10 0.358
H 2.749452 4.404051 -0.707039 0.08 0.16 0.03 -0.285
H 4.343459 5.023426 -0.377047 0.07 0.21 -0.01 0.272
H 4.998826 6.936965 -1.239641 -0.03 0.01 0.10 0.289
H 3.731280 8.152804 -0.876898 0.24 0.08 0.06 0.160
H 4.015340 7.638084 -2.536899 -0.01 -0.05 0.00 0.296
```
Positions in Å, forces in eV/Å.

Properties
- charge = -1
- HOMO level (Ha) = -0.1958
- E_LUMO (eV) = 2.1
- E_tot (eV) = -99976.8530
- spin multiplicity = 1
- HOMO-LUMO gap (eV) = 7.4



[3]
The following is a DFT calculation (ωB97M-V/def2-TZVPD) of C2H3NOS2 in the gas phase in a non-equilibrium geometry.

Geometry as XYZ:
```
9
Properties=species:S:1:pos:R:3:forces:R:3:mulliken_charge:R:1
C -0.313403 -0.476867 -0.094449 -0.57 1.59 -1.33 -0.444
C -1.141371 0.835286 0.066554 1.36 -1.40 -1.50 0.099
N 1.020020 0.023216 -0.435702 -1.12 -0.04 -1.56 -0.046
O -1.310954 1.626193 -0.823162 -0.25 -0.36 1.15 -0.450
S 2.341982 -1.074570 -0.574083 0.30 -0.91 -0.22 -0.119
S 2.057664 0.308766 0.867034 0.71 0.52 1.38 -0.082
H -0.861150 -0.990030 -0.890521 0.80 -0.24 -0.33 0.310
H -1.428290 0.794694 1.085044 -1.40 1.50 1.46 0.326
H -0.364498 -1.046692 0.799288 0.17 -0.66 0.96 0.406
```
Positions in Å, forces in eV/Å.

Properties
- HOMO level (Ha) = -0.3246
- E_LUMO (eV) = -0.4
- E_tot (eV) = -27327.6905
- structure (SMILES) = O=CCn1ss1
- spin multiplicity = 1
- HOMO-LUMO gap (eV) = 8.5
- energy relative to the best compared isomer or geometry (same formula, charge and spin) (kJ/mol) = 297.80